(1)
ORCA calculation (the ωB97M-V functional and the def2-TZVPD basis) on 2 unconnected molecules or ions with the total composition H5NS2 at a distorted geometry.

Properties
E_HOMO (spin up / spin down), Eh: 0.002 / -0.110
Energy relative to the best compared isomer or geometry (same formula, charge and spin), eV: 0.429
<S²>: 0.754
Multiplicity: 2
Charge: -1

Positions of all 8 atoms, in Å:
N  2.143  0.662  0.272
H  1.860  1.224  1.077
H  3.133  0.534  0.411
H  1.987  1.242  -0.534
S  -3.487  -1.162  -0.423
S  -1.556  -0.687  -1.380
H  -3.058  -1.527  0.798
H  -1.023  -0.286  -0.222

Electronic structure analysis, natural (NBO) charges in units of e: number 1, N, carries -1.06; number 2, H, carries 0.34; number 3, H, carries 0.34; number 4, H, carries 0.36; number 5, S, carries -0.60; number 6, S, carries -0.58; number 7, H, carries 0.09; number 8, H, carries 0.11



(2)
ORCA calculation (the ωB97M-V functional and the def2-TZVPD basis) on C2H3FO2 in the gas phase at a distorted geometry.

Properties
E_HOMO, Eh: -0.394
Energy relative to the best compared isomer or geometry (same formula, charge and spin), eV: 1.011
Multiplicity: 1

Positions of all 8 atoms, in Å:
O  -0.470  -0.082  -1.672
C  -0.427  0.017  -0.471
O  -1.531  0.698  0.182
C  0.946  -0.421  0.329
F  0.507  -0.654  1.596
H  -2.189  1.097  -0.334
H  1.589  0.535  0.410
H  1.575  -1.190  -0.040

Electronic structure analysis, natural (NBO) charges in units of e: number 1, O, carries -0.56; number 2, C, carries 0.76; number 3, O, carries -0.73; number 4, C, carries -0.01; number 5, F, carries -0.35; number 6, H, carries 0.50; number 7, H, carries 0.19; number 8, H, carries 0.20



(3)
ORCA calculation (the ωB97M-V functional and the def2-TZVPD basis) on a molecular structure, C27H19F12N5O2PbSSe4 at a distorted geometry.

Properties
E_HOMO (spin up / spin down), Eh: -0.046 / -0.046
Energy relative to the best compared isomer or geometry (same formula, charge and spin), eV: 1.275
Multiplicity: 1
Charge: -2

Positions of all 71 atoms, in Å:
Pb  0.966  -0.039  0.357
C  -2.144  -0.142  -5.964
C  -1.881  0.135  -4.512
C  -1.708  1.421  -4.015
C  -1.464  1.642  -2.626
C  -1.448  0.508  -1.737
N  -1.315  0.733  -0.385
C  -2.257  1.266  0.400
C  -3.473  1.762  -0.174
C  -4.222  2.728  0.411
C  -3.827  3.234  1.657
C  -4.503  4.460  2.235
C  -2.814  2.560  2.369
C  -2.095  1.513  1.857
C  -1.098  0.792  2.775
O  -0.499  -0.252  2.117
C  -1.782  0.260  4.159
F  -2.970  -0.264  3.810
F  -1.988  1.287  5.064
F  -0.967  -0.703  4.719
C  0.062  1.831  3.220
F  0.897  1.118  4.046
F  0.792  2.195  2.100
F  -0.308  2.995  3.828
C  -1.429  -0.818  -2.294
C  -1.676  -0.961  -3.700
C  -0.996  -1.970  -1.366
O  0.164  -1.716  -0.787
C  -0.749  -3.232  -2.312
F  0.131  -2.810  -3.307
F  -0.084  -4.254  -1.681
F  -1.862  -3.753  -2.855
C  -2.186  -2.386  -0.365
F  -1.985  -3.684  -0.038
F  -3.419  -2.334  -1.016
F  -2.221  -1.655  0.732
H  -3.220  0.184  -6.209
H  -2.054  -1.228  -6.150
H  -1.462  0.357  -6.665
H  -1.798  2.236  -4.706
H  -1.610  2.694  -2.281
H  -3.706  1.426  -1.182
H  -5.039  3.271  -0.048
H  -4.243  4.690  3.280
H  -5.611  4.249  2.150
H  -4.246  5.355  1.611
H  -2.594  2.903  3.375
H  -1.731  -1.974  -4.081
N  4.299  4.007  1.409
C  3.840  2.789  1.009
S  3.172  2.472  -0.520
N  3.945  1.889  2.098
N  3.639  0.677  1.719
C  3.800  -0.315  2.552
C  3.670  -1.708  2.178
C  4.385  -2.773  2.806
C  4.324  -4.078  2.333
C  3.429  -4.346  1.345
C  2.723  -3.244  0.783
N  2.875  -1.970  1.120
H  4.110  4.847  0.916
H  4.679  4.126  2.331
H  4.182  -0.102  3.562
H  4.968  -2.451  3.658
H  4.851  -4.914  2.832
H  3.276  -5.348  0.976
H  2.071  -3.460  -0.022
Se  6.520  -2.844  -3.981
Se  5.676  -4.925  -4.489
Se  5.090  -1.452  -6.086
Se  4.147  -2.506  -4.344

Electronic structure analysis, Löwdin charges in units of e: number 1, Pb, carries 1.45; number 2, C, carries -0.09; number 3, C, carries -0.32; number 4, C, carries -0.06; number 5, C, carries 0.01; number 6, C, carries -0.26; number 7, N, carries -0.04; number 8, C, carries -0.21; number 9, C, carries -0.05; number 10, C, carries -0.09; number 11, C, carries -0.31; number 12, C, carries -0.10; number 13, C, carries -0.03; number 14, C, carries -0.07; number 15, C, carries -0.36; number 16, O, carries -0.32; number 17, C, carries -0.46; number 18, F, carries 0.14; number 19, F, carries 0.09; number 20, F, carries 0.11; number 21, C, carries -0.45; number 22, F, carries 0.10; number 23, F, carries 0.03; number 24, F, carries 0.11; number 25, C, carries -0.03; number 26, C, carries 0.00; number 27, C, carries -0.39; number 28, O, carries -0.32; number 29, C, carries -0.48; number 30, F, carries 0.08; number 31, F, carries 0.10; number 32, F, carries 0.13; number 33, C, carries -0.48; number 34, F, carries 0.12; number 35, F, carries 0.09; number 36, F, carries 0.18; number 37, H, carries 0.09; number 38, H, carries 0.07; number 39, H, carries 0.07; number 40, H, carries 0.09; number 41, H, carries 0.12; number 42, H, carries 0.10; number 43, H, carries 0.10; number 44, H, carries 0.06; number 45, H, carries 0.07; number 46, H, carries 0.07; number 47, H, carries 0.10; number 48, H, carries 0.10; number 49, N, carries 0.04; number 50, C, carries -0.93; number 51, S, carries 0.40; number 52, N, carries -0.07; number 53, N, carries -0.12; number 54, C, carries -0.16; number 55, C, carries -0.27; number 56, C, carries -0.04; number 57, C, carries -0.12; number 58, C, carries -0.09; number 59, C, carries -0.12; number 60, N, carries 0.04; number 61, H, carries 0.06; number 62, H, carries 0.07; number 63, H, carries 0.10; number 64, H, carries 0.09; number 65, H, carries 0.10; number 66, H, carries 0.09; number 67, H, carries 0.08; number 68, Se, carries -0.02; number 69, Se, carries -0.04; number 70, Se, carries -0.02; number 71, Se, carries 0.08



(4)
ORCA calculation (the ωB97M-V functional and the def2-TZVPD basis) on C5H9NO in the gas phase.

Properties
E_HOMO, Eh: -0.302
Energy relative to the best compared isomer or geometry (same formula, charge and spin), eV: 2.701
Multiplicity: 1

Positions of all 16 atoms, in Å:
C  0.899  -1.077  0.672
N  -0.219  -0.417  0.020
C  -1.608  -0.643  0.334
C  0.142  0.213  -1.236
C  0.891  1.450  -0.780
C  0.510  1.732  0.458
O  0.196  1.999  1.554
H  0.560  -1.703  1.500
H  1.629  -0.354  1.077
H  1.467  -1.695  -0.044
H  -1.751  -0.711  1.420
H  -2.190  0.231  0.005
H  -2.050  -1.533  -0.142
H  -0.764  0.484  -1.796
H  0.717  -0.467  -1.891
H  1.674  2.015  -1.268

Electronic structure analysis, natural (NBO) charges in units of e: number 1, C, carries -0.40; number 2, N, carries -0.48; number 3, C, carries -0.39; number 4, C, carries -0.20; number 5, C, carries -0.58; number 6, C, carries 0.74; number 7, O, carries -0.49; number 8, H, carries 0.21; number 9, H, carries 0.19; number 10, H, carries 0.18; number 11, H, carries 0.21; number 12, H, carries 0.20; number 13, H, carries 0.17; number 14, H, carries 0.20; number 15, H, carries 0.18; number 16, H, carries 0.25



Q: Which value of multiplicity does entry 2 give?
A: 1



Please write out number 2 again, unchanged.
ORCA calculation (the ωB97M-V functional and the def2-TZVPD basis) on C2H3FO2 in the gas phase at a distorted geometry.

Properties
E_HOMO, Eh: -0.394
Energy relative to the best compared isomer or geometry (same formula, charge and spin), eV: 1.011
Multiplicity: 1

Positions of all 8 atoms, in Å:
O  -0.470  -0.082  -1.672
C  -0.427  0.017  -0.471
O  -1.531  0.698  0.182
C  0.946  -0.421  0.329
F  0.507  -0.654  1.596
H  -2.189  1.097  -0.334
H  1.589  0.535  0.410
H  1.575  -1.190  -0.040

Electronic structure analysis, natural (NBO) charges in units of e: number 1, O, carries -0.56; number 2, C, carries 0.76; number 3, O, carries -0.73; number 4, C, carries -0.01; number 5, F, carries -0.35; number 6, H, carries 0.50; number 7, H, carries 0.19; number 8, H, carries 0.20



Q: energy relative to the best compared isomer or geometry (same formula, charge and spin) of number 1 (H5NS2)?
A: 0.429 eV